No. 1
Below is the ion C4H9N2O with charge +1, with properties calculated with wB97M-V/def2-TZVPD.

Geometry (Å):
C  0.7831  -1.1144  -1.0687
N  0.3545  -0.0754  -0.4808
C  -0.4848  0.7980  -1.2464
C  0.7440  0.3177  0.9116
C  -0.4516  0.4578  1.7972
N  -1.1045  -0.5054  2.2436
O  -1.1567  -1.7250  1.5844
H  0.4312  -1.2619  -2.0572
H  1.5529  -1.9077  -0.7448
H  -1.5799  0.7709  -0.9777
H  -0.0030  1.8211  -1.3610
H  -0.3925  0.3162  -2.2068
H  1.3563  1.2365  0.8915
H  1.3603  -0.4465  1.3524
H  -0.5087  1.4060  2.4214
H  -1.3588  -2.3611  2.2676

Cartesian forces (eV/Å) of the 2 atoms listed first:
C 1.7 -1.6 0.6
N 1.4 -0.6 1.6

Output
calculated total energy	-9311.4713	eV
HOMO level	-13.803	eV
E_LUMO	-4.9	eV
SMILES string	C=[N+](C)C/C=N\O
total charge	+1
ΔE to the lowest compared entry with this formula, charge and spin	4.545	eV

No. 2
Below is a cluster of 2 separate species, C4H9N2O in total, with properties calculated with wB97M-V/def2-TZVPD.

Geometry (Å):
C  -2.9023  -0.3576  0.2350
C  0.0866  -0.4667  0.0964
C  -0.5093  0.5232  -0.4942
C  0.4178  -1.7214  -0.6818
N  -2.7046  0.3937  1.1311
N  -0.7585  1.8483  0.0860
O  -2.9268  -0.8978  -0.7594
H  0.6308  -0.4042  0.9971
H  -1.0520  0.3511  -1.4550
H  1.3731  -2.1774  -0.3449
H  0.2743  -1.4553  -1.6978
H  -0.3529  -2.5096  -0.4207
H  -3.0380  0.7302  1.9600
H  -1.6183  1.8275  0.7705
H  -0.9559  2.3325  -0.8105
H  -0.1250  2.4021  0.6467

Cartesian forces (eV/Å) of the 2 atoms listed first:
C -0.5 0.9 0.9
C 2.0 -1.3 -0.8

Output
calculated total energy	-9313.1069	eV
HOMO level	-14.513	eV
E_LUMO	-3.6	eV
total charge	+1
ΔE to the lowest compared entry with this formula, charge and spin	2.909	eV

No. 3
Below is a cluster of 3 separate species, C4H9N2O2 in total, with properties calculated with wB97M-V/def2-TZVPD.

Geometry (Å):
C  0.6754  0.8804  0.4220
C  -0.5793  1.4414  -0.2306
C  -2.5979  -1.3728  -0.0700
N  -3.0075  -0.1970  0.2357
N  1.4274  -0.0358  -0.4830
C  2.8399  -0.3164  -0.1212
O  3.4123  0.5630  0.5749
O  3.3570  -1.4237  -0.4858
H  1.4095  1.6688  0.5149
H  0.5356  0.4532  1.4264
H  -0.8794  2.3667  0.2350
H  -1.5040  0.7449  -0.2555
H  -0.8077  -1.6762  0.7237
H  -2.0238  -1.4618  -1.0109
H  -0.2985  1.6387  -1.2613
H  -2.8836  -2.3557  0.3507
H  0.9244  -0.9179  -0.5648

Cartesian forces (eV/Å) of the 2 atoms listed first:
C 1.3 -0.3 -0.7
C -0.6 -1.5 -0.5

Output
calculated total energy	-11363.4473	eV
HOMO level	-3.833	eV
E_LUMO	-0.3	eV
total charge	-1
ΔE to the lowest compared entry with this formula, charge and spin	7.718	eV

No. 4
Below is a cluster of 2 separate species, C4H9N2O2 in total, with properties calculated with wB97M-V/def2-TZVPD.

Geometry (Å):
C  -0.6217  -2.7759  1.0435
C  0.0509  -3.3171  0.0262
C  -1.2514  2.0073  0.0053
C  1.2411  1.9917  -0.2965
N  -0.0573  1.2826  -0.2427
N  -0.2004  0.0316  -0.2809
O  -1.3781  -2.3811  1.8077
O  0.8680  -0.7258  -0.5018
H  0.9562  -3.9307  0.3619
H  0.5397  -1.6881  -0.3229
H  -0.2696  -3.4430  -0.9549
H  -1.5521  2.8094  -0.7690
H  -2.0722  1.1808  0.1711
H  -1.2863  2.4721  0.9952
H  2.0940  1.4259  0.2187
H  1.6774  2.0432  -1.3243
H  1.2619  3.0170  0.0634

Cartesian forces (eV/Å) of the 2 atoms listed first:
C -1.6 -1.4 -1.4
C 2.8 -0.5 3.0

Output
calculated total energy	-11358.1648	eV
HOMO level	-13.802	eV
E_LUMO	-4.9	eV
total charge	+1
ΔE to the lowest compared entry with this formula, charge and spin	4.803	eV

No. 5
Below is the ion C4H9N2O2 with charge +1, with properties calculated with wB97M-V/def2-TZVPD.

Geometry (Å):
N  -2.1471  -0.2854  1.7430
C  -1.0421  0.2077  1.1841
O  -0.2940  1.0009  1.7226
C  -0.7953  -0.1727  -0.2965
C  0.5102  0.4811  -0.7043
N  1.2257  -0.4272  -1.7166
C  1.5411  0.6412  0.4334
O  2.1281  -0.3441  0.7926
H  -2.2935  -0.0735  2.7161
H  -2.7011  -1.0568  1.4133
H  -1.6582  0.1453  -0.8770
H  -0.6598  -1.2539  -0.2512
H  0.3552  1.4457  -1.1841
H  2.2216  -0.3118  -1.6429
H  0.8632  -0.2742  -2.6576
H  0.9843  -1.3805  -1.4360
H  1.7617  1.6582  0.7613

Cartesian forces (eV/Å) of the 2 atoms listed first:
N -0.3 -0.3 0.8
C -0.4 0.4 -1.0

Output
calculated total energy	-11362.3918	eV
HOMO level	-14.153	eV
E_LUMO	-3.7	eV
SMILES string	NC(=O)C[C@H]([NH3+])C=O
total charge	+1
ΔE to the lowest compared entry with this formula, charge and spin	0.576	eV

No. 6
Below is the ion C4H9N2O3S with charge +1, with properties calculated with wB97M-V/def2-TZVPD.

Geometry (Å):
C  -0.3388  -1.9525  0.0351
C  0.4064  -0.8196  0.5303
C  -0.9438  0.6930  -0.6629
C  -0.6351  1.9692  -0.0702
N  -1.6197  -1.8681  0.1617
N  1.7405  -0.6445  0.2848
O  0.0699  -3.0318  -0.5386
O  -2.2968  0.0878  1.6418
O  -3.5430  -0.2360  -0.4097
S  -2.3433  -0.2063  0.2831
H  0.0326  -0.2286  1.3542
H  -1.0517  0.3806  -1.6418
H  0.3199  2.1651  -0.3658
H  -0.9468  2.0272  1.0606
H  -1.3469  2.6918  -0.5820
H  -2.3457  -2.4395  -0.2035
H  2.1457  0.2446  0.1899
H  2.2164  -1.3763  -0.2369
H  1.0128  -3.1162  -0.4342

Cartesian forces (eV/Å) of the 2 atoms listed first:
C -0.6 0.7 0.6
C 0.3 2.1 -1.2

Output
calculated total energy	-24240.8756	eV
HOMO level (spin up / spin down)	-13.053 / -12.930	eV
E_LUMO (spin up / spin down)	-5.6 / -5.4	eV
total charge	+1
ΔE to the lowest compared entry with this formula, charge and spin	2.555	eV

No. 7
Below is the ion C4H9N2OS with charge -1, with properties calculated with wB97M-V/def2-TZVPD.

Geometry (Å):
C  1.5924  0.3424  -0.8205
C  0.0654  0.0990  -0.9780
C  -0.8823  1.3699  -1.0345
S  -2.4419  1.0899  -2.1518
N  -0.4698  -0.7869  0.1015
C  -0.1404  -0.5404  1.3915
N  -0.4342  -1.5453  2.2966
O  0.2130  0.5188  1.9051
H  1.7277  0.7481  0.1993
H  2.2207  -0.4916  -1.1750
H  1.7862  1.2504  -1.4505
H  -0.1640  -0.3475  -1.9267
H  -0.5213  2.1848  -1.6106
H  -1.1696  1.7184  -0.0480
H  -0.8206  -1.6708  -0.2031
H  -0.2199  -1.3838  3.3013
H  -0.3414  -2.5553  2.2034

Cartesian forces (eV/Å) of the 2 atoms listed first:
C -1.2 1.9 -0.4
C -1.0 1.2 0.6

Output
calculated total energy	-20157.8376	eV
HOMO level	-2.299	eV
E_LUMO	3.4	eV
SMILES string	C[C@H](C[S-])NC(N)=O
total charge	-1
ΔE to the lowest compared entry with this formula, charge and spin	1.010	eV

No. 8
Below is the ion C4H9N2OS with charge -1, with properties calculated with wB97M-V/def2-TZVPD.

Geometry (Å):
C  1.7436  -0.9484  0.4801
C  0.5755  -0.0181  0.2509
N  -0.6968  -0.6877  0.6722
O  -1.0746  -1.6151  -0.0659
S  -2.1482  0.7460  0.4594
N  -2.9422  -0.1756  -0.7710
C  0.6358  0.9100  -0.9398
C  0.8592  1.4039  0.4535
H  1.5262  -1.4018  1.4936
H  2.6442  -0.3545  0.7287
H  1.8016  -1.8753  -0.0754
H  -3.7772  -0.5878  -0.3532
H  -2.2779  -0.9076  -1.1059
H  -0.2936  1.2024  -1.3012
H  1.4825  0.5612  -1.6266
H  1.7893  1.6166  0.8342
H  0.1525  2.1317  0.8664

Cartesian forces (eV/Å) of the 2 atoms listed first:
C -0.5 -0.2 3.0
C -1.2 -0.8 -1.1

Output
calculated total energy	-20153.3241	eV
HOMO level (spin up / spin down)	-1.918 / -1.918	eV
E_LUMO (spin up / spin down)	3.9 / 3.9	eV
SMILES string	CC1(N([O-])SN)CC1
total charge	-1
ΔE to the lowest compared entry with this formula, charge and spin	5.524	eV

No. 9
Below is the ion C4H9N2OS with charge +1, with properties calculated with wB97M-V/def2-TZVPD.

Geometry (Å):
C  -0.5474  -0.3658  -2.8926
C  0.0420  -0.5627  -1.5741
N  -0.2893  0.0937  -0.4773
S  -1.6011  1.2542  -0.5431
C  0.3060  -0.1151  0.7977
O  1.4217  -0.9111  0.7459
C  -0.1535  0.3491  2.0121
N  0.4917  0.0890  3.1534
H  0.2477  -0.2492  -3.6322
H  -1.2210  0.4844  -2.9367
H  -1.0933  -1.2672  -3.1841
H  0.7974  -1.3305  -1.4435
H  -0.9036  2.2571  0.0087
H  2.2398  -0.3973  0.7054
H  -1.0560  0.9357  2.0768
H  1.2537  -0.5738  3.1453
H  0.0651  0.3094  4.0383

Cartesian forces (eV/Å) of the 2 atoms listed first:
C -0.2 0.2 -0.4
C -0.1 0.4 1.6

Output
calculated total energy	-20148.9538	eV
HOMO level	-12.243	eV
E_LUMO	-4.3	eV
SMILES string	C/C=[N+](S)/C(O)=C/N
total charge	+1
ΔE to the lowest compared entry with this formula, charge and spin	2.247	eV

No. 10
Below is the molecule C4H9N2P, with properties calculated with wB97M-V/def2-TZVPD.

Geometry (Å):
C  -3.5095  -0.4305  0.0289
C  -2.2464  -0.9713  -0.0572
C  -1.0374  -0.1985  0.0188
C  0.2059  -0.6930  0.1064
N  1.3885  -0.0469  0.3026
N  1.6844  1.4468  -0.0598
P  2.9286  -0.8519  0.0081
H  -4.3213  -1.0379  0.0801
H  -3.6935  0.5517  0.3347
H  -2.0924  -2.0119  -0.0232
H  -1.1722  0.8164  0.1220
H  0.3027  -1.7277  0.3185
H  0.9731  2.1076  0.2898
H  2.5364  1.6366  0.5067
H  3.5222  -0.3069  -1.1258
H  3.5539  0.1356  0.9289

Cartesian forces (eV/Å) of the 2 atoms listed first:
C 4.1 -1.0 0.1
C -1.9 1.8 0.8

Output
calculated total energy	-16559.1732	eV
HOMO level	-7.509	eV
E_LUMO	0.8	eV
SMILES string	C=C/C=C/N(N)P
total charge	0
ΔE to the lowest compared entry with this formula, charge and spin	3.713	eV